No. 1
{
  "formula": "C8H23N2O3Pd",
  "method": "wB97M-V/def2-TZVPD",
  "multiplicity": 3,
  "homo_lumo_gap_ha": [0.32101, 0.27564],
  "total_charge": 1,
  "lumo_ev": [-2.6, -4.5],
  "e_homo_ev": [-11.4, -12.0],
  "species": ["Pd", "O", "H", "C", "C", "C", "O", "C", "N", "H", "H", "H", "H", "H", "H", "H", "H", "H", "H", "H", "C", "C", "C", "O", "C", "N", "H", "H", "H", "H", "H", "H", "H", "H", "H", "H", "H"],
  "xyz": [[9.8537, 9.7008, -20.0627], [9.1926, 10.7130, -18.2872], [9.1773, 9.9388, -17.7142], [13.4843, 11.6545, -18.6496], [12.6373, 10.5557, -19.2574], [12.2273, 9.5637, -18.1786], [11.1769, 8.6867, -18.6128], [10.9703, 7.6415, -17.6817], [11.4601, 11.1420, -19.9919], [14.1748, 11.3010, -17.8756], [12.9413, 12.4229, -18.0900], [14.0828, 12.1680, -19.4020], [13.2228, 10.0489, -20.0253], [11.8568, 10.0677, -17.2824], [13.1258, 8.9803, -17.9576], [9.9973, 7.1773, -17.8229], [10.8654, 8.0617, -16.6685], [11.8004, 6.9389, -17.6571], [11.1947, 12.0385, -19.5796], [11.8809, 11.4975, -20.8560], [9.5471, 6.2419, -22.7769], [9.3240, 7.3976, -21.8272], [8.5135, 6.9929, -20.6094], [8.3274, 8.1149, -19.7379], [7.3039, 7.9003, -18.7535], [10.5872, 8.0720, -21.4478], [8.6470, 5.7870, -23.1938], [10.1436, 5.4499, -22.3134], [10.1001, 6.5452, -23.6705], [8.7373, 8.1536, -22.3602], [8.9405, 6.1460, -20.0606], [7.5302, 6.6780, -20.9719], [7.1465, 8.8730, -18.2924], [7.6000, 7.1586, -18.0114], [6.3929, 7.5944, -19.2693], [11.0390, 8.4718, -22.2644], [11.2626, 7.4109, -21.0719]],
  "forces_ev_per_a": [[-0.1, 0.5, 1.7], [0.1, -0.2, -1.0], [-0.1, 0.1, 0.3], [0.7, 0.5, 0.7], [-0.6, 0.4, 0.1], [-0.2, 0.2, -0.1], [1.0, -0.3, -0.3], [-0.6, 0.4, 1.3], [1.2, 0.9, -0.7], [0.1, -0.4, -0.4], [-0.5, -0.2, -0.3], [0.0, 0.0, 0.0], [0.0, -0.2, 0.1], [0.2, 0.1, 0.0], [-0.1, -0.1, 0.2], [0.2, -0.2, -0.7], [0.3, 0.1, -0.1], [0.0, -0.2, -0.3], [-0.4, -0.5, 0.7], [-0.3, -0.4, -0.2], [0.4, -0.6, -0.5], [-0.1, 0.2, -0.5], [-0.4, 0.1, 0.0], [-0.1, -0.8, -0.4], [0.0, 0.6, -0.3], [-0.1, 0.1, -0.4], [-0.2, 0.1, 0.4], [-0.1, 0.0, 0.1], [0.1, 0.3, 0.2], [0.0, 0.0, 0.1], [0.2, 0.1, 0.0], [0.0, -0.1, 0.0], [0.0, -0.1, 0.1], [0.1, -0.1, -0.1], [0.0, -0.1, 0.1], [-0.2, -0.1, -0.1], [-0.1, 0.0, 0.2]],
  "mulliken_charge": [0.4066, -0.7400, 0.1867, -1.5862, 0.4112, -0.9291, 0.2744, -0.8839, -0.4373, 0.3736, 0.4241, 0.4135, 0.3216, 0.4731, 0.4276, 0.2073, 0.3513, 0.2607, 0.2672, 0.3194, -1.5727, 0.3287, -0.6170, -0.0847, -0.9064, -0.4129, 0.4151, 0.3845, 0.3913, 0.2041, 0.3657, 0.4926, 0.3009, 0.3403, 0.3412, 0.2777, 0.2101]
}



No. 2
{
  "formula": "C15H18ClNO2",
  "method": "wB97M-V/def2-TZVPD",
  "multiplicity": 1,
  "homo_lumo_gap_ha": 0.29854,
  "lumo_ev": 0.4,
  "e_homo_ev": -7.7,
  "relative_energy_kcal_mol": 21.0,
  "species": ["C", "C", "C", "O", "C", "C", "C", "N", "C", "C", "C", "C", "Cl", "C", "C", "O", "C", "C", "C", "H", "H", "H", "H", "H", "H", "H", "H", "H", "H", "H", "H", "H", "H", "H", "H", "H", "H"],
  "xyz": [[-2.4846, -1.9856, 1.7244], [-1.6611, -0.7186, 1.9302], [-2.6142, 0.4809, 2.0396], [-0.8069, -0.5081, 0.7942], [0.2577, 0.2241, 1.2429], [1.2259, 0.8287, 0.4473], [1.2059, 0.7312, -1.0161], [2.1108, 1.3554, -1.7388], [1.9381, 1.3135, -3.1382], [3.1006, 1.5882, -3.9258], [3.0304, 1.5876, -5.3491], [1.8552, 1.2770, -5.9813], [1.7134, 1.1377, -7.7088], [0.7215, 1.0240, -5.2178], [0.7655, 1.0420, -3.8269], [0.3697, 0.1588, 2.6091], [-0.5935, -0.7750, 3.0826], [-1.0431, -0.4178, 4.4744], [0.1249, -2.1387, 3.1932], [-3.2519, -1.8605, 0.9142], [-3.0254, -2.2285, 2.6417], [-1.8100, -2.8315, 1.4631], [-2.0473, 1.4038, 2.3167], [-3.1378, 0.6698, 1.1032], [-3.3590, 0.3315, 2.8088], [2.1206, 1.2685, 0.8984], [0.3289, 0.2387, -1.4304], [4.0389, 1.7034, -3.4355], [3.9528, 1.8509, -5.8992], [-0.2215, 0.8587, -5.7542], [-0.1750, 0.8096, -3.3051], [-1.8953, -1.0465, 4.7289], [-1.3981, 0.6362, 4.4894], [-0.2257, -0.5507, 5.1851], [0.5373, -2.4503, 2.2091], [0.9628, -2.0891, 3.9034], [-0.6106, -2.9192, 3.5271]],
  "forces_ev_per_a": [[0.3, -0.4, -0.7], [-0.9, 0.0, 0.6], [1.0, 0.9, 0.4], [0.9, 0.8, 0.2], [1.9, 0.0, -0.7], [-1.0, -1.2, 0.3], [0.9, 1.9, 0.4], [-1.8, -1.4, 1.0], [1.9, 0.2, -0.9], [-1.9, -0.5, -1.1], [1.6, 0.4, 1.4], [-0.7, -0.1, 0.3], [0.2, 0.2, 0.0], [-0.4, 0.1, -0.2], [-1.0, -0.2, -0.3], [-0.1, 0.9, -1.3], [0.1, -1.4, 0.0], [-0.7, 1.4, -0.4], [-0.6, -0.7, -0.7], [0.8, 0.0, 0.7], [0.1, 0.0, 0.0], [-0.6, 0.5, 0.1], [-0.4, -0.6, -0.3], [0.2, -0.2, -0.1], [-0.2, -0.2, 0.3], [-0.6, -0.1, 0.1], [0.1, -0.3, -0.2], [0.5, 0.4, 0.3], [-0.7, -0.4, 0.2], [0.4, -0.1, 0.4], [0.5, 0.3, -0.2], [0.1, -0.1, 0.2], [0.3, -0.6, 0.2], [-0.2, 0.0, 0.0], [-0.3, 0.1, 0.5], [-0.4, 0.1, -0.2], [0.8, 0.6, -0.2]],
  "mulliken_charge": [-1.6517, 1.5308, -1.8337, -0.4243, 0.6703, -1.1029, 0.3542, -0.5701, 0.5963, -0.2733, -0.4531, 0.3439, -0.2235, -0.6898, -0.4461, -0.4346, 1.5085, -1.6470, -1.7355, 0.4169, 0.3478, 0.3590, 0.3639, 0.4610, 0.3732, 0.3452, 0.2467, 0.4387, 0.3401, 0.3330, 0.2108, 0.3463, 0.3207, 0.4523, 0.3165, 0.4903, 0.3192]
}



No. 3
{
  "formula": "C27H36CrFN2O6P",
  "method": "wB97M-V/def2-TZVPD",
  "multiplicity": 5,
  "homo_lumo_gap_ha": [0.19629, 0.27483],
  "lumo_ev": [-0.2, -0.5],
  "e_homo_ev": [-5.6, -8.0],
  "relative_energy_kcal_mol": 28.7,
  "species": ["Cr", "O", "C", "C", "C", "C", "N", "C", "C", "C", "C", "C", "C", "O", "C", "C", "N", "H", "H", "H", "H", "H", "H", "H", "H", "H", "H", "H", "H", "F", "C", "C", "C", "C", "C", "C", "C", "H", "H", "H", "H", "H", "H", "C", "C", "C", "C", "O", "P", "O", "O", "O", "C", "C", "C", "C", "H", "H", "H", "H", "H", "H", "H", "H", "H", "H", "H", "H", "H", "H", "H", "H", "H", "H"],
  "xyz": [[-0.3065, 0.4779, 0.7354], [6.2368, -0.9189, 1.6121], [5.6689, -0.9186, 0.3234], [4.1760, -0.7614, 0.3974], [3.4644, -0.4753, -0.7932], [2.1004, -0.3064, -0.7233], [1.4112, -0.4049, 0.4064], [2.0731, -0.6973, 1.5844], [3.4784, -0.8802, 1.5700], [1.2382, -0.7346, 2.7276], [1.6555, -0.9907, 4.0580], [0.7526, -1.0081, 5.0900], [1.1718, -1.1883, 6.5304], [1.2792, 0.0343, 7.2352], [-0.6153, -0.8146, 4.7761], [-0.9603, -0.5317, 3.4741], [-0.0954, -0.4559, 2.4717], [7.1934, -0.9826, 1.5307], [5.8994, -1.8605, -0.2038], [6.0751, -0.0970, -0.2879], [3.9881, -0.3862, -1.7299], [1.5169, -0.0734, -1.6084], [4.0094, -1.0834, 2.4861], [2.7032, -1.1428, 4.2604], [2.1708, -1.6230, 6.5896], [0.4553, -1.8512, 7.0395], [0.4039, 0.4257, 7.3238], [-1.3761, -0.8899, 5.5344], [-1.9970, -0.3637, 3.2120], [-0.4521, -4.2755, -3.9405], [-0.8227, -3.3697, -3.0049], [-1.1234, -2.0757, -3.3923], [-1.4872, -1.1592, -2.4252], [-1.5654, -1.5105, -1.0709], [-1.9808, -0.5274, -0.0714], [-1.2708, -2.8364, -0.7256], [-0.8992, -3.7620, -1.6798], [-1.0859, -1.8047, -4.4376], [-1.7369, -0.1516, -2.7210], [-2.5701, -1.0033, 0.7163], [-2.5825, 0.2520, -0.5493], [-1.3485, -3.1421, 0.3066], [-0.6802, -4.7828, -1.4073], [-3.6984, 1.9795, 2.1799], [-2.7341, 3.0432, 1.6456], [-2.4925, 4.1101, 2.7132], [-3.2686, 3.6479, 0.3502], [-1.4961, 2.3619, 1.3660], [-0.2257, 3.0145, 0.4894], [-0.2783, 4.4561, 0.2394], [-0.1358, 2.0065, -0.6355], [0.9174, 2.5017, 1.5422], [1.9556, 3.3369, 2.0909], [2.8545, 3.8107, 0.9530], [1.3577, 4.5401, 2.8186], [2.7174, 2.4480, 3.0781], [-4.6517, 2.4357, 2.4310], [-3.2873, 1.5172, 3.0745], [-3.8672, 1.2125, 1.4276], [-3.4363, 4.5627, 3.0067], [-1.8266, 4.8776, 2.3303], [-2.0377, 3.6523, 3.5894], [-4.2268, 4.1402, 0.4991], [-3.3829, 2.8554, -0.3878], [-2.5480, 4.3664, -0.0272], [2.2630, 4.4361, 0.2890], [3.2354, 2.9582, 0.3936], [3.6925, 4.3821, 1.3424], [0.7889, 5.1447, 2.1199], [2.1578, 5.1476, 3.2344], [0.7020, 4.2121, 3.6226], [3.3125, 1.7091, 2.5487], [2.0122, 1.9272, 3.7238], [3.3701, 3.0580, 3.6955]],
  "forces_ev_per_a": [[-1.4, 0.1, -0.6], [0.1, 0.0, 0.2], [0.0, -0.1, -0.4], [-0.2, 0.0, 0.2], [-0.3, -0.1, 0.1], [0.7, 0.0, -0.9], [0.2, -0.1, 0.5], [0.0, -0.1, 0.1], [0.0, 0.0, -0.1], [0.2, -0.1, 0.0], [-0.2, 0.0, 0.1], [0.2, 0.0, -0.2], [0.0, -0.3, -0.1], [-0.1, 0.3, 0.1], [0.0, 0.1, -0.4], [-0.6, -0.1, 0.8], [0.6, -0.1, 0.2], [-0.1, 0.0, 0.0], [-0.1, 0.2, 0.1], [-0.1, -0.1, 0.1], [0.0, 0.0, -0.2], [0.1, 0.0, 0.0], [0.0, 0.0, 0.1], [0.2, 0.0, 0.0], [-0.1, -0.1, -0.1], [0.2, 0.0, -0.1], [0.0, 0.0, -0.1], [-0.2, 0.0, 0.1], [-0.1, 0.1, 0.0], [-0.1, 0.1, 0.1], [0.0, 0.1, 0.1], [0.1, -0.3, -0.2], [0.0, -0.1, 0.3], [0.1, -0.5, -0.6], [0.2, 0.5, 0.4], [0.0, 0.4, -0.1], [0.1, -0.1, -0.3], [0.0, 0.0, 0.0], [0.0, 0.2, 0.0], [0.2, 0.1, 0.2], [0.1, 0.1, 0.2], [0.0, 0.0, 0.2], [0.0, -0.1, 0.0], [0.4, 0.2, -0.2], [-1.1, 0.3, 0.3], [0.2, -0.3, -0.2], [0.2, -0.2, 0.1], [1.2, -0.2, -0.5], [0.0, 0.6, 0.6], [-0.1, -0.1, 0.1], [0.0, -0.8, 0.2], [-0.9, 0.1, -0.6], [0.9, 0.4, 0.6], [-0.3, -0.2, 0.1], [-0.1, -0.2, -0.2], [-0.3, 0.1, -0.3], [-0.1, 0.1, 0.0], [0.0, 0.0, 0.1], [0.0, -0.1, -0.1], [-0.1, 0.1, 0.0], [0.1, 0.1, 0.0], [0.0, 0.0, 0.1], [-0.1, 0.0, 0.1], [-0.1, 0.0, -0.1], [-0.1, 0.2, -0.1], [0.1, 0.1, -0.1], [0.1, -0.1, 0.0], [0.1, 0.1, 0.1], [-0.1, 0.1, 0.0], [0.1, 0.0, 0.1], [0.0, 0.0, 0.1], [0.1, -0.1, 0.0], [0.0, 0.0, 0.1], [0.1, 0.1, 0.0]],
  "mulliken_charge": [-0.2026, -0.4999, -0.6848, 0.4804, -1.4107, -0.4670, 0.5399, 0.1168, -0.4644, 0.4054, -0.5266, 0.8570, -1.1597, -0.5207, -1.2646, -0.4051, 0.6885, 0.3054, 0.2960, 0.3429, 0.4286, 0.5406, 0.4769, 0.3448, 0.3639, 0.3624, 0.3524, 0.4415, 0.5047, -0.3429, 0.4296, -0.7734, -0.1779, -0.0933, -0.9391, -0.1505, -0.7660, 0.4322, 0.3711, 0.6901, 0.4092, 0.4032, 0.4271, -1.5476, 1.3317, -1.5988, -1.5462, 0.1401, 0.5866, -0.8538, -0.7030, 0.5834, 1.4299, -1.6140, -1.6563, -1.3652, 0.4955, 0.3041, 0.3063, 0.5036, 0.3083, 0.2751, 0.4542, 0.2898, 0.4168, 0.4094, 0.2729, 0.4266, 0.3389, 0.5165, 0.2998, 0.1937, 0.2839, 0.5564]
}



DFT total energy for the records above, in order: -21263.2383, -33953.9273, -84280.1725 eV